(1)
This record from the Open Molecules 2025 dataset describes a structure of composition CHO6S2 at a distorted geometry. The level of theory is ωB97M-V with the def2-TZVPD basis set.

As for the spin multiplicity: 3. The total charge is -1. For the orbital gap (spin up / spin down), the calculation gives 8.73 / 7.12 eV. The expectation value of S² is 2.01.

Each line ends with the natural charge from an NBO analysis.
Cartesian coordinates (Å):
O (-0.307, 1.078, 1.228)  -0.967
O (1.982, 1.643, 0.882)  -0.973
O (-0.258, -2.159, -1.350)  -0.915
O (0.106, -2.050, 1.080)  -0.943
S (0.755, 1.209, 0.243)  2.577
C (-1.663, -0.320, 0.139)  -0.274
S (-0.221, -1.353, -0.126)  2.210
H (-1.738, 0.249, -0.933)  0.185
O (0.353, 1.979, -0.897)  -0.999
O (0.991, -0.275, -0.267)  -0.901

---

(2)
This record from the Open Molecules 2025 dataset describes a cluster of 2 separate species, CHOS in total at a distorted geometry. The level of theory is ωB97M-V with the def2-TZVPD basis set.

The total charge is -1. For the orbital gap, the calculation gives 6.57 eV.

Each line ends with the natural charge from an NBO analysis.
Cartesian coordinates (Å):
C (0.023, 0.991, 3.121)  0.411
O (-0.237, 0.269, 2.266)  -0.441
H (0.166, -0.750, -0.918)  0.080
S (1.106, -0.585, 0.014)  -1.051

---

(3)
This record from the Open Molecules 2025 dataset describes a structure of composition CI3P at a distorted geometry. The level of theory is ωB97M-V with the def2-TZVPD basis set.

The total charge is 0. For the orbital gap (spin up / spin down), the calculation gives 6.14 / 6.17 eV.

Each line ends with the natural charge from an NBO analysis.
Cartesian coordinates (Å):
C (-0.727, -0.056, -0.020)  -1.070
P (0.345, 1.212, -0.071)  0.820
I (-0.478, -2.132, -0.038)  0.336
I (-2.712, 0.732, 0.088)  0.285
I (3.572, 0.244, 0.041)  -0.371

---

(4)
This record from the Open Molecules 2025 dataset describes a structure of composition CLiO2Rb at a distorted geometry. The level of theory is ωB97M-V with the def2-TZVPD basis set.

The total charge is 0. For the orbital gap, the calculation gives 5.07 eV.

Each line ends with the Löwdin charge.
Cartesian coordinates (Å):
Rb (-0.502, 1.149, 1.519)  0.814
Li (-3.096, -0.931, -0.682)  0.544
O (-1.593, -0.223, -0.501)  -1.370
C (2.819, -0.290, -0.569)  -0.003
O (2.373, 0.295, 0.233)  0.016

---

(5)
This record from the Open Molecules 2025 dataset describes a cluster of 2 separate species, CN2O2 in total at a distorted geometry. The level of theory is ωB97M-V with the def2-TZVPD basis set.

The total charge is 0. For the orbital gap (spin up / spin down), the calculation gives 11.51 / 6.15 eV.

Each line ends with the natural charge from an NBO analysis.
Cartesian coordinates (Å):
O (1.878, -1.167, 0.034)  -0.230
C (-1.640, 0.210, -0.025)  0.353
O (1.761, 1.053, 0.045)  -0.227
N (-2.743, -0.029, 0.045)  -0.441
N (1.455, -0.072, -0.022)  0.545

---

(6)
This record from the Open Molecules 2025 dataset describes a cluster of 2 separate species, CN2O3 in total at a distorted geometry. The level of theory is ωB97M-V with the def2-TZVPD basis set.

The total charge is 0. For the orbital gap, the calculation gives 11.66 eV. As for the SMILES: N#[N+][O-].O=C=O.

Each line ends with the natural charge from an NBO analysis.
Cartesian coordinates (Å):
O (3.082, 2.127, 1.421)  -0.490
O (1.405, 0.631, -0.205)  -0.517
O (-1.584, -2.167, -1.118)  -0.348
C (2.232, 1.422, 0.634)  1.007
N (-2.832, -0.619, -0.087)  -0.086
N (-2.303, -1.393, -0.645)  0.433

---

(7)
This record from the Open Molecules 2025 dataset describes an isolated molecule of CN2O3 at a distorted geometry. The level of theory is ωB97M-V with the def2-TZVPD basis set.

The total charge is 0. For the orbital gap, the calculation gives 11.45 eV. As for the SMILES: O=c1onno1.

Each line ends with the natural charge from an NBO analysis.
Cartesian coordinates (Å):
O (2.021, 0.021, 0.085)  -0.549
N (-1.434, 0.499, 0.119)  0.137
N (-1.299, -0.686, -0.015)  0.131
C (0.728, 0.119, -0.097)  0.896
O (0.029, -1.061, -0.028)  -0.297
O (-0.205, 1.114, -0.075)  -0.319

---

(8)
This record from the Open Molecules 2025 dataset describes a cluster of 2 separate species, CN2O3S in total at a distorted geometry. The level of theory is ωB97M-V with the def2-TZVPD basis set.

The total charge is 0. For the orbital gap (spin up / spin down), the calculation gives 8.97 / 7.59 eV.

Each line ends with the natural charge from an NBO analysis.
Cartesian coordinates (Å):
N (1.683, -0.009, 0.018)  0.516
C (-1.436, 0.172, 0.748)  -0.096
O (-1.290, -1.199, -1.410)  -0.702
O (2.472, -0.867, 0.092)  -0.256
O (1.558, 1.139, -0.191)  -0.247
N (-1.556, 1.176, 1.366)  -0.200
S (-1.008, -1.314, 0.077)  0.985